67
Properties=species:S:1:pos:R:3:forces:R:3 method="wB97M-V/def2-TZVPD" e_homo_ha=-0.5025 charge=+2 energy_ha=-4796.3072
Lu -4.396 4.765 -2.032 -1.4024 3.7976 -0.5963
Cl -0.737 -0.630 2.667 0.8614 1.8521 -0.8727
S 0.696 -1.099 -0.412 -4.4194 -10.2353 -4.9767
S 4.392 2.957 0.691 -0.2017 0.0597 -0.9177
P 3.311 1.682 1.622 3.7182 3.3120 5.0069
P 1.994 0.336 0.458 0.6113 1.0544 -2.1118
P 0.530 0.949 2.018 -5.0701 1.3924 2.4322
O -0.669 2.089 1.388 2.4608 -0.9641 1.1260
O 1.065 -1.670 -1.801 -0.1389 3.1026 2.9442
O 4.503 0.849 2.638 -3.3913 1.2206 0.2010
O 2.289 -0.964 3.169 -1.0900 0.0472 -3.5233
O 0.531 -2.445 0.405 1.2245 4.8617 -0.0498
O -4.928 -1.936 -0.878 0.9286 -1.9768 2.7105
O 3.344 0.003 -2.281 -0.4915 -1.7235 3.9114
O 2.396 2.656 2.801 1.6465 -0.5327 -1.4336
O -5.347 -4.261 -1.339 4.1288 6.5497 5.3289
C -3.243 2.185 -1.649 0.9176 -2.6624 1.0493
C 1.540 1.777 -0.710 1.3283 4.1257 -1.6641
C 0.678 1.684 -2.017 -1.6584 1.6434 -2.7893
C -4.852 -1.047 0.291 -0.6595 1.4705 1.3242
C 4.713 -2.584 2.452 0.7934 0.0779 -1.0031
C -3.839 -3.953 0.701 -0.1571 0.2429 0.6207
C -4.894 0.563 -0.148 0.1458 -0.1853 0.2331
C -0.652 2.712 -2.015 -0.1503 0.4261 -1.2621
C 5.054 -0.229 -0.415 1.0935 -0.3600 0.0902
C 3.402 -2.420 1.425 -0.2731 -1.2157 0.2141
C -1.982 1.996 -2.733 -0.7827 1.5501 1.1770
C -4.741 -3.351 -0.527 -3.1857 -5.1254 -4.4583
C -4.253 0.851 -1.634 -0.2966 0.8921 -0.1895
C -1.148 -0.642 -0.605 -2.0212 0.9305 -0.6466
B 2.549 -1.025 1.675 1.3159 -5.0439 6.0957
B 3.471 -0.002 -0.777 3.8541 -1.0904 -5.7615
H -5.996 1.006 -0.044 2.4149 -1.1286 -0.4614
H 2.910 3.526 2.901 -0.7672 -1.4938 -0.2817
H 5.515 -1.059 -1.142 -1.2846 1.6652 1.4309
H -1.819 0.865 -2.980 -0.4606 2.2977 0.5110
H -0.457 3.669 -2.705 0.0360 -2.1140 1.6264
H -5.151 1.084 -2.357 1.9355 -0.9276 1.1193
H 3.628 -2.707 0.327 -0.2187 0.4998 1.8851
H -3.896 -3.289 1.687 0.0690 -1.4213 -2.2054
H 5.663 -2.631 1.740 -1.8986 0.0373 1.7590
H -0.302 3.030 1.410 -0.3893 -1.7097 0.1876
H -1.533 -0.943 -1.694 1.5476 0.4249 2.2946
H -3.562 -0.037 -2.033 -1.9479 1.9266 0.9039
H 2.661 -3.276 1.816 1.1657 2.0571 -1.0929
H -4.251 1.120 0.664 -1.1887 -1.0689 -1.5005
H -4.240 -5.047 0.962 0.7393 2.6648 -0.8625
H 5.623 0.772 -0.729 -1.3098 -2.1286 0.8655
H -1.848 -1.216 0.135 1.9040 0.9331 -1.1577
H -2.706 -4.059 0.399 -2.3078 0.3823 0.3395
H 0.295 0.701 -2.486 1.0391 1.1827 1.4236
H 1.279 2.152 -2.951 -0.7229 -1.3376 2.4727
H -0.880 3.152 -0.957 0.2433 -1.1255 -1.8882
H -2.316 2.581 -3.695 1.0012 -1.3329 1.6143
H -2.802 2.215 -0.539 -0.9632 0.4862 -2.3738
H -5.780 -1.213 1.021 1.9741 0.1657 -1.6806
H 1.240 2.773 -0.114 0.5158 -2.4593 -0.9067
H 1.843 -1.828 3.444 0.8867 1.5065 -0.5287
H -3.893 -1.177 0.954 -1.6276 -0.0707 -1.5391
H 4.647 -3.598 3.053 0.0560 2.2043 -1.2981
H -3.825 3.192 -1.805 2.1456 -5.2850 0.6910
H 2.607 2.137 -1.132 -2.0540 -1.0893 1.3396
H 4.264 1.031 3.614 0.3760 -0.5603 -1.9386
H 4.846 -1.677 3.176 -0.3780 -1.8405 -1.4036
H -1.363 0.493 -0.493 0.5225 -1.8299 -0.0674
H 3.504 -0.974 -2.530 -0.3850 2.0682 0.1899
H 5.319 -0.567 0.656 -0.3072 0.9276 -1.6757



21
Properties=species:S:1:pos:R:3:forces:R:3 method="wB97M-V/def2-TZVPD" e_homo_ha=-0.3527 energy_ha=-403.5527 smiles="CCNC(=O)CC.O"
O 1.956 -0.651 -4.732 0.4627 -1.0850 0.4280
O 0.511 1.224 -0.565 -0.4982 -0.3956 1.1337
N -0.234 0.294 1.406 0.0641 -0.3775 0.3040
C -0.282 0.548 0.091 -0.4558 -0.1071 -2.0209
C 0.779 0.861 2.273 -0.3056 0.2835 -0.2459
C -1.480 -0.243 -2.117 0.0922 0.0869 0.7445
C -1.517 -0.100 -0.554 -0.1841 -0.1707 -0.9122
C 0.730 0.055 3.557 0.6170 -0.0007 0.3714
H 1.043 -0.978 3.328 -0.1110 0.3051 0.2467
H 1.418 0.472 4.312 -0.3101 -0.2482 -0.2511
H -2.384 0.520 -0.257 0.3039 -0.3616 -0.0898
H 2.502 -1.324 -5.199 -0.5878 0.7081 0.5432
H 1.870 -0.995 -3.814 0.1270 0.3929 -0.9698
H -2.194 -1.029 -2.415 0.2670 0.3593 0.0493
H 0.516 1.927 2.416 0.3370 -0.4205 0.1690
H -0.286 0.029 3.983 0.3684 0.0980 -0.1662
H -1.660 -1.109 -0.121 -0.0074 0.4543 -0.0628
H -0.471 -0.538 -2.452 -0.4387 0.1718 0.1128
H -1.759 0.696 -2.626 0.2323 -0.4083 0.2719
H -0.807 -0.482 1.746 0.3760 0.7281 -0.1359
H 1.749 0.822 1.741 -0.3491 -0.0128 0.4800



199
Properties=species:S:1:pos:R:3:forces:R:3 method="wB97M-V/def2-TZVPD" e_homo_ha=-0.2807 energy_ha=-8955.0803
Br 3.606 -5.751 0.597 0.0861 0.6277 0.5926
Br 6.368 -3.020 -1.636 0.2753 -1.0726 0.4207
O 6.851 -1.919 1.547 -0.8607 0.1670 0.3697
O -1.744 4.297 4.517 1.5009 2.0561 -0.0941
O 1.688 5.651 -0.677 -1.7258 -0.2508 -0.4682
O 4.292 2.017 -2.704 0.3710 0.9587 -0.5411
O 0.959 -1.480 -6.549 0.6215 -0.1143 1.0112
O -5.999 -2.146 2.764 -0.5125 -0.1112 -1.6110
O 0.749 -0.930 4.818 -2.2712 0.9048 0.4113
N -0.617 0.349 0.295 2.0022 -0.2219 0.7684
N -0.772 4.112 -0.787 -0.0341 -1.8972 -0.9475
N -8.374 3.312 0.909 1.8637 -0.6080 0.1264
N -0.363 -8.423 -2.498 0.1529 1.5964 1.2591
N -6.419 4.206 -3.602 0.1825 -2.1303 -1.3364
N 1.026 3.241 4.020 -1.9493 2.5867 1.1728
N 5.170 -4.287 -6.753 -1.1793 -0.2397 -0.8799
N -1.747 -5.432 -4.361 -0.1317 -1.6725 0.6900
N -0.074 7.210 1.210 -0.5172 -0.5195 0.3693
N -2.113 -5.423 1.196 -1.2486 0.6740 2.3981
C 0.542 -7.465 -2.047 1.4076 -1.1061 -2.9697
C 3.786 -4.159 -5.052 0.7135 2.2560 2.6604
C 2.805 5.020 0.038 -1.0880 1.0105 -1.1794
C 6.898 0.350 2.280 -0.4178 -0.0811 0.6208
C 2.997 -4.524 -6.093 0.8966 -1.5708 -3.8158
C -0.156 0.508 -6.199 0.5953 0.3524 -1.8957
C 2.084 6.793 -1.526 2.0084 -1.4231 1.5568
C 5.047 -3.853 -5.483 0.9299 -0.7044 0.8006
C 1.987 -1.236 4.263 0.2494 -2.0894 -0.2075
C 3.839 6.078 -0.076 1.9234 -1.4348 0.0350
C -4.074 -6.331 1.808 -1.0772 0.9203 -3.8506
C 4.289 -0.044 -4.001 -0.2597 1.3743 1.3863
C -0.784 -7.885 -0.320 -0.3255 -0.3863 -1.7794
C 3.091 3.893 3.847 0.7481 3.6437 0.4831
C -3.679 -2.245 2.980 1.3870 -0.0722 -0.9562
C -2.767 -5.039 -5.158 0.5758 0.6090 -1.7448
C -5.658 3.123 -4.060 0.9100 0.5159 0.0195
C -0.616 3.076 -1.723 -0.0895 1.5151 0.3770
C 4.635 -4.068 0.250 -0.2221 -1.2650 -0.7255
C -2.554 -3.614 -3.469 -0.4891 1.3434 1.6125
C -6.688 2.046 1.842 -3.3197 -0.0489 0.0399
C 5.901 -4.607 -0.442 -0.5931 1.8411 0.0456
C 0.703 0.218 0.737 -1.1161 -0.9064 -0.7748
C 7.878 -1.855 2.536 0.8583 1.9791 0.3220
C 5.983 -0.773 1.638 1.6437 1.1405 0.4456
C -4.819 -2.183 1.964 0.7402 -1.6557 -0.0283
C 0.138 -1.602 -0.573 -0.9431 1.2389 1.2722
C -5.708 -1.421 3.908 0.7620 -0.2232 1.4766
C 5.075 1.251 -3.743 -0.9748 0.5815 1.8079
C -7.069 3.759 -2.483 0.9945 0.5549 0.7978
C 1.764 2.193 3.865 0.2617 -4.3049 -1.3932
C 3.917 -4.712 -7.184 -0.5411 0.3803 1.1504
C -0.961 -0.728 -0.454 0.2547 0.1902 -0.4049
C -7.179 3.978 0.763 -0.0405 0.3545 1.2768
C 0.253 -2.619 3.311 -1.0662 -0.0244 -0.1191
C -1.740 4.352 5.942 0.0288 -2.0797 -0.3530
C -1.527 8.279 2.498 -1.0390 -1.3635 1.0392
C -2.764 3.103 -1.053 -0.0279 1.2518 1.0658
C -3.441 -5.499 0.841 -0.5400 -1.3051 1.0554
C 3.064 2.552 3.638 0.4777 -2.1805 0.3303
C 0.662 -1.480 -5.072 1.2716 0.6143 -2.3057
C -1.753 -4.656 -3.260 2.4570 -1.0621 0.9986
C -1.444 6.910 2.958 0.9464 0.2384 -1.1873
C 7.729 -0.424 3.302 -0.8931 -2.2130 0.1233
C 3.476 -0.060 -2.633 -0.5089 0.0498 -0.4224
C -1.691 2.822 6.187 -2.2098 0.0354 0.0226
C -4.310 -1.929 4.315 0.6234 0.5732 0.3282
C 0.999 -0.097 -7.031 -0.7287 -1.8234 1.4444
C -0.210 -2.034 4.633 0.6461 0.8983 -0.5532
C -6.187 3.260 1.417 0.6178 1.7058 -0.9103
C -8.086 2.115 1.549 0.7677 -0.4699 0.1545
C -1.228 -8.601 -1.465 -0.3112 -0.5322 2.0506
C -3.157 -3.803 -4.709 -1.5099 0.0004 -0.8739
C 1.713 -2.579 3.539 1.6283 -0.6692 0.0724
C 3.250 7.283 -0.657 -1.1485 2.0301 -0.7363
C -2.054 4.124 -0.346 -0.4324 -1.0667 -0.6522
C -2.767 2.345 5.177 -0.4460 -1.4075 -1.1793
C -0.510 6.275 2.140 -1.1399 1.2968 0.4681
C -5.589 2.138 -3.096 -0.6766 0.9295 -1.0311
C -0.241 -0.287 -4.935 -0.4161 -0.6186 1.6949
C 3.031 1.412 -2.456 0.7317 -1.7001 -1.1323
C -2.717 3.389 4.016 0.4591 0.9177 0.8103
C -6.473 2.575 -2.097 -1.5394 0.0640 0.8909
C -3.121 -6.818 2.650 0.5419 0.8522 1.7804
C 0.392 -7.212 -0.742 -0.4710 0.6666 0.3572
C -0.743 8.413 1.398 0.9196 -0.3819 0.0307
C -1.871 2.542 -1.958 2.3058 -0.8064 0.4759
C 1.144 -1.023 0.275 0.0352 1.1232 -0.5081
C -2.024 -6.001 2.493 1.6790 -1.3804 -1.5706
C 1.818 4.331 4.122 -0.3779 0.8481 -0.7430
H -1.253 -7.598 0.609 -0.3190 -0.9073 -0.0659
H 0.262 -2.435 -4.734 -0.1521 -0.0045 -0.5279
H 1.247 -7.109 -2.783 0.3311 0.0714 0.3015
H 4.828 -3.455 1.131 0.0513 -0.5191 0.1130
H -2.162 4.881 0.416 -1.1768 -0.2224 0.1115
H -1.960 -0.586 -0.838 0.0302 -0.9841 -0.5278
H -5.204 3.657 1.623 0.1161 -0.1263 -0.3341
H -1.494 -4.721 0.815 0.0291 -0.1042 0.2075
H 1.324 5.287 4.211 0.4838 0.1528 0.1169
H 7.558 0.929 1.634 -0.3252 -0.3514 -0.6212
H 2.259 1.735 -3.154 0.0411 -0.0793 -0.7234
H 0.066 1.571 -6.105 -0.7313 0.0948 0.2445
H 2.544 6.497 -2.469 -0.4340 -0.6232 -0.2395
H -2.028 6.420 3.723 0.2372 0.2287 0.0053
H 5.863 -3.432 -4.915 0.0462 -0.2020 -0.1109
H 2.607 4.828 1.092 -0.8346 -0.2976 -0.2256
H 5.158 1.891 -4.621 0.2111 -0.0573 0.0922
H 0.210 -2.533 -1.115 -0.1690 0.0890 0.0356
H 1.291 1.223 3.874 0.1455 -0.0574 -0.1048
H -3.169 -3.208 3.013 -0.5616 -0.4917 -0.0873
H 2.532 1.606 -1.507 0.9810 0.1932 0.5821
H 0.347 2.829 -2.145 -0.0866 0.1582 0.0134
H 0.023 3.326 4.099 -0.1009 -0.2359 0.1643
H -2.834 -1.649 2.635 -0.1376 0.8543 0.3442
H -3.703 -1.226 4.886 -0.2107 0.3504 0.0219
H 5.732 -5.494 -1.052 0.0091 0.4773 -0.1313
H -3.599 3.981 3.775 -0.6970 -0.3377 0.5978
H -9.215 3.701 0.508 -0.0788 -0.7266 0.3240
H 2.153 -1.382 0.413 -0.0357 -0.1167 0.0274
H 1.925 -4.614 -6.185 0.1393 -0.2848 0.2233
H 7.963 -2.746 3.159 -0.6909 0.0683 0.2263
H -7.192 4.999 0.413 0.2338 -0.1639 -0.1358
H -1.170 1.188 0.394 -0.0523 -0.1122 -0.1144
H 3.911 4.596 3.862 0.2805 -0.2787 -0.1690
H 4.198 -0.194 -1.828 0.2226 -0.1946 0.0048
H 2.665 -1.362 5.107 0.4794 -0.0581 -0.1751
H -0.164 -3.607 3.114 0.1937 -0.2029 0.1842
H -1.059 0.262 -6.759 -0.1157 0.7758 -0.0914
H 1.179 1.030 1.267 0.0631 -0.2491 0.1365
H -3.750 2.667 -0.993 -0.2898 0.8397 0.4595
H -1.244 -0.685 -4.783 -0.1839 0.4460 0.1309
H 1.582 -1.292 -4.517 0.3209 -0.1798 -0.1697
H -2.002 -9.347 -1.566 -0.1819 0.2418 0.1652
H -2.206 8.955 2.997 0.2309 0.4279 -0.4276
H -3.804 -5.081 -0.086 -0.0109 0.0459 0.1584
H -4.682 -1.465 1.155 -0.4997 1.0824 0.5725
H -3.749 2.071 5.562 -0.3951 1.3665 0.4840
H 1.907 -3.402 4.227 0.5205 -0.0937 -0.0024
H 5.570 -0.472 0.675 0.4770 -0.2939 -0.3293
H -3.055 -5.635 -6.011 0.1409 0.3601 -0.1595
H 3.989 7.758 -1.302 -0.0826 0.6608 0.4040
H 7.150 -0.490 4.222 -0.7117 -0.7271 -0.1152
H 6.030 -4.325 -7.283 -0.3635 0.0723 0.0558
H -2.028 2.525 7.180 0.4925 -0.0757 0.1309
H 1.043 -6.534 -0.212 -0.3041 -0.0070 0.1662
H -6.760 2.087 -1.176 0.1322 -0.2079 -0.0670
H 8.614 -0.033 3.805 0.6399 0.2721 -1.2712
H 2.840 7.918 0.129 0.2721 0.4610 -0.1184
H 0.901 -0.175 -8.113 -0.5058 0.1611 0.0863
H -2.304 3.233 3.019 -0.0651 -1.3695 0.0122
H -7.794 4.385 -1.984 0.1926 -0.0977 0.0655
H -1.146 -4.975 -2.426 0.0643 0.3276 0.0872
H 0.528 6.936 0.447 0.0367 0.1903 -0.0077
H -0.100 -2.708 5.482 0.1021 -0.3208 -0.0771
H -5.074 1.195 -3.199 -0.0097 0.1423 0.1284
H -1.111 -6.034 3.068 0.2066 0.0818 -0.3892
H -6.544 5.060 -4.126 -0.2740 -0.3453 0.2194
H -4.271 -2.846 4.903 -0.7672 0.0285 0.1012
H 3.543 -3.935 -4.024 -0.5095 0.0418 -0.0424
H -0.059 4.665 -0.334 0.2939 -0.0191 -0.6196
H -8.851 1.387 1.776 0.0001 0.1052 -0.1604
H -3.819 -3.110 -5.208 -0.2437 -0.2918 0.0930
H 2.691 -0.784 -2.415 -0.1003 -0.1957 -0.7107
H -5.198 3.087 -5.037 0.0836 0.4690 0.0968
H 0.088 0.216 -4.026 -0.3658 0.4667 -0.0052
H -6.435 -1.609 4.698 -0.2436 -0.2203 -0.2474
H -4.747 -3.103 1.384 -0.8001 -0.3763 0.2247
H -2.610 1.324 4.830 1.0585 -0.0401 -0.4702
H 3.805 -5.172 -8.155 -0.1429 0.2842 0.0335
H 5.104 -0.954 2.256 0.0786 -0.2235 0.4905
H 3.103 4.140 -0.533 -0.2228 -0.2768 0.3803
H 6.687 -4.776 0.294 0.1051 0.2163 -0.3332
H 0.002 -2.020 2.435 -0.3630 0.3993 0.2424
H -6.203 1.272 2.417 -0.0976 0.0445 -0.2117
H -0.380 -8.884 -3.397 -0.0167 0.2481 0.3362
H 8.814 -1.828 1.979 0.2117 0.0739 -0.0482
H -0.223 5.235 2.173 0.3133 0.1642 -0.2862
H 1.284 7.497 -1.756 -0.2441 -0.3127 0.5803
H -2.740 -2.930 -2.654 -0.1821 0.5062 -0.4709
H 6.024 1.087 -3.232 0.1670 0.0277 -0.3881
H 4.967 -0.879 -4.175 -0.3487 -0.0963 0.0286
H 2.294 -2.729 2.629 0.1423 0.0311 0.0576
H 3.724 0.234 -4.891 -0.6127 -0.9147 0.1002
H 4.278 6.216 0.912 0.6490 0.2130 -0.4185
H -1.936 1.608 -2.497 -0.5475 0.1999 -0.3323
H 3.960 -3.525 -0.411 0.3108 -0.1373 -0.0641
H 6.278 1.066 2.818 -0.1009 0.1478 -0.1662
H -0.891 4.847 6.414 0.1934 0.2768 -0.8076
H 1.941 0.426 -6.867 0.3559 -0.2304 0.4759
H -3.334 -7.647 3.309 0.4263 0.4271 0.5656
H 4.490 5.673 -0.850 1.0051 0.2272 0.5471
H -0.767 2.337 5.869 0.2752 0.4824 0.5524
H 2.424 -0.523 3.564 -0.5037 0.5222 0.0475
H -0.533 9.289 0.803 0.0352 -0.2005 -0.0600
H -2.656 4.842 6.272 -0.1785 -0.2129 0.3426
H -1.106 -6.207 -4.456 -0.6059 -0.0854 -0.1147
H -1.249 -1.704 4.619 0.2171 0.5940 0.0625
H -5.728 -0.346 3.730 0.2717 0.2474 -0.1245
H -5.104 -6.655 1.793 0.0332 0.0445 -0.2932
H 3.885 1.873 3.459 -0.0395 0.0848 0.0437



27
Properties=species:S:1:pos:R:3:forces:R:3 method="wB97M-V/def2-TZVPD" e_homo_ha=-0.1986 energy_ha=-718.4090
Sr 0.107 0.219 -0.029 -1.8250 -2.0983 0.3580
O 2.305 -1.177 0.202 0.4748 -0.0285 0.7533
O 0.130 1.162 2.572 -2.1546 -1.7132 0.3416
O -0.623 2.272 -1.354 -1.2864 -3.4757 -0.3393
O 1.784 2.088 0.145 1.5836 0.6954 1.1838
O 1.577 0.262 -2.301 -0.0328 0.3229 -1.3185
O -0.849 -1.596 1.399 1.5775 2.2525 0.4260
O -2.411 1.159 0.995 -0.7241 -0.1422 -0.4151
O -1.176 -1.233 -1.533 0.3950 1.7833 0.2008
C -0.879 -2.448 -0.865 -0.5667 2.2596 -1.1064
C -1.563 -2.387 0.515 1.4381 -0.3940 1.3789
H -0.502 0.774 3.247 0.9437 0.1727 -1.5801
H 2.541 0.320 -2.227 -0.3862 0.1428 -0.5530
H 2.471 2.034 0.849 -0.5645 -0.3143 -0.6810
H -1.510 -3.355 1.044 -1.0369 -0.6016 -0.7016
H -3.056 0.878 0.315 0.5921 0.1513 0.3019
H 3.024 -0.769 -0.279 0.3696 -0.0797 -0.1719
H 1.540 3.013 0.230 -0.3040 0.1655 -0.2717
H -2.600 0.538 1.714 0.3819 -0.1799 -0.1440
H -1.282 -3.152 -1.562 -0.1596 -1.6253 0.0176
H 0.649 1.714 3.102 1.4132 1.4869 1.1552
H -1.056 2.051 -2.193 0.1418 0.2039 0.3351
H -0.364 3.136 -1.350 0.8132 3.5679 -0.3313
H 2.718 -1.555 1.004 -0.5508 0.1175 -0.5094
H 0.259 -2.485 -0.912 -0.9086 -0.9164 1.0382
H -2.549 -1.867 0.533 -0.2301 -1.2806 -1.1459
H 1.317 0.406 -3.258 0.6059 -0.4723 1.7787